Record 1
This record from OMol25 describes a structure of composition C7H14N2O in a non-equilibrium geometry. The level of theory is ωB97M-V/def2-TZVPD.

```
! RIJCOSX wB97M-V def2-TZVPD def2/J DEFGRID3
* xyz 0 1
C 0.191 -0.017 0.613
C -0.290 0.655 -0.534
C 1.562 -0.624 0.577
C -0.797 -0.734 1.492
C 0.096 -0.910 -2.970
C 0.496 1.910 1.429
C -0.647 -0.900 -1.664
N -0.316 2.452 2.374
N -1.551 -1.693 -1.322
O 1.576 2.422 1.211
H -1.233 2.081 2.548
H -0.020 3.259 2.910
H -1.865 -2.348 -2.053
H 0.429 1.215 -1.121
H -1.292 1.066 -0.486
H 2.301 0.076 0.975
H 1.687 -1.513 1.194
H 1.886 -0.859 -0.436
H -0.883 -1.777 1.190
H -1.782 -0.274 1.465
H -0.424 -0.761 2.517
H 0.073 0.080 -3.427
H 1.140 -1.181 -2.805
H -0.337 -1.625 -3.680
*
```

Values from the calculation:
Molecular weight (g mol⁻¹): 142.2
Orbital gap (Eh): 0.3023
Strongest force on any atom (eV/A): 6.1
LUMO level (eV): 0.8
Relative energy (zero: lowest compared OMol25 entry of this formula, charge and spin) (eV): 3.141


Record 2
This record from OMol25 describes an isolated molecule of C7H14N2O2S in a non-equilibrium geometry. The level of theory is ωB97M-V/def2-TZVPD.

```
! RIJCOSX wB97M-V def2-TZVPD def2/J DEFGRID3
* xyz 0 1
O 0.541 -2.392 -2.952
C -0.317 -2.644 -1.853
C -1.318 -1.634 -1.453
N -0.646 -0.890 -0.306
C -0.577 -1.391 1.059
C 0.162 -0.189 1.823
N 0.530 0.629 0.793
C 1.205 1.838 0.849
C 0.359 3.083 1.197
O -0.224 3.788 -0.015
C 0.147 0.284 -0.481
S 0.528 0.946 -1.898
H 0.351 -1.312 -3.051
H 0.236 -2.835 -0.942
H -0.690 -3.606 -2.084
H -2.150 -2.219 -0.943
H -1.586 -0.921 -2.265
H -0.116 -2.474 1.067
H -1.620 -1.103 1.587
H 1.176 -0.484 2.378
H -0.360 0.375 2.711
H 1.730 1.561 1.753
H 2.195 2.000 0.340
H -0.485 2.656 1.816
H 0.921 3.877 1.702
H 0.006 3.057 -0.832
*
```

Values from the calculation:
Molecular weight (g mol⁻¹): 190.3
Orbital gap (Eh): 0.3491
Strongest force on any atom (eV/A): 6.7
LUMO level (eV): 0.5
Relative energy (zero: lowest compared OMol25 entry of this formula, charge and spin) (eV): 3.946


Record 3
This record from OMol25 describes a structure of composition C7H14N2O3 in a non-equilibrium geometry. The level of theory is ωB97M-V/def2-TZVPD.

```
! RIJCOSX wB97M-V def2-TZVPD def2/J DEFGRID3
* xyz 0 1
C 1.578 -0.691 0.229
C 0.131 -0.514 0.650
C 2.189 0.417 -0.564
C 1.517 1.982 -0.240
C 3.712 0.452 -0.281
C -2.295 -1.095 0.292
C -2.763 0.343 -0.254
H 2.223 -2.021 -1.216
H 1.640 -2.705 0.313
H 2.196 -0.769 1.081
H 1.989 0.187 -1.673
H 0.233 1.867 0.352
H 1.426 2.666 -1.331
H 2.294 2.608 0.623
H 4.141 1.109 -1.140
H 4.182 -0.697 0.036
H 4.007 1.212 0.524
H -0.642 -1.393 -1.066
H -2.933 -1.675 -0.441
H -2.487 -1.484 1.239
H -1.301 1.134 0.820
N 1.637 -2.013 -0.444
N -0.942 -0.946 -0.145
O -0.100 0.186 1.665
O -3.545 0.355 -1.168
O -2.137 1.374 0.379
*
```

Values from the calculation:
Molecular weight (g mol⁻¹): 174.2
Orbital gap (Eh): 0.3699
Strongest force on any atom (eV/A): 5.3
LUMO level (eV): 0.6
Relative energy (zero: lowest compared OMol25 entry of this formula, charge and spin) (eV): 5.461


Record 4
This record from OMol25 describes an isolated molecule of C7H14N2O5 in a non-equilibrium geometry. The level of theory is ωB97M-V/def2-TZVPD.

```
! RIJCOSX wB97M-V def2-TZVPD def2/J DEFGRID3
* xyz 0 1
C -3.439 1.190 0.485
C -2.269 0.301 1.014
C -1.205 0.462 -0.094
C 0.184 -0.179 0.315
N 1.047 -0.053 -0.799
C 2.312 -0.749 -0.575
C 3.355 -0.169 -1.558
O -0.019 -1.427 0.933
N -0.538 -2.454 -0.011
O -0.934 -2.039 -1.058
O -0.411 -3.560 0.418
C 0.645 0.736 1.404
O 0.398 0.519 2.570
O 1.279 1.829 1.061
H -3.059 2.237 0.349
H -4.184 1.232 1.368
H -3.892 0.965 -0.455
H -2.555 -0.799 1.042
H -2.001 0.815 1.929
H -1.624 0.199 -0.990
H -0.950 1.476 -0.208
H 0.669 -0.166 -1.639
H 2.426 -0.384 0.427
H 2.414 -1.872 -0.565
H 3.044 0.877 -1.884
H 4.464 -0.194 -1.184
H 3.513 -0.866 -2.408
H 1.332 2.074 0.112
*
```

Values from the calculation:
Molecular weight (g mol⁻¹): 206.2
Orbital gap (Eh): 0.3706
Strongest force on any atom (eV/A): 4.8
LUMO level (eV): 0.0
Relative energy (zero: lowest compared OMol25 entry of this formula, charge and spin) (eV): 6.310


Record 5
This record from OMol25 describes the ion C7H14N3 with charge +1 in a non-equilibrium geometry. The level of theory is ωB97M-V/def2-TZVPD.

```
! RIJCOSX wB97M-V def2-TZVPD def2/J DEFGRID3
* xyz 1 1
C 1.917 1.137 1.076
C 2.673 0.565 0.138
C 2.572 -0.901 -0.111
C 1.522 -1.705 -0.059
N 0.211 -1.248 -0.020
C -0.344 -0.145 -0.515
N 0.259 0.662 -1.394
C -1.914 -0.124 -0.295
C -2.210 1.366 0.049
N -2.318 -1.102 0.757
H 2.035 2.121 1.331
H 1.202 0.476 1.739
H 3.493 1.091 -0.321
H 3.597 -1.252 -0.257
H 1.424 -2.752 -0.232
H -0.377 -1.861 0.682
H -0.203 1.273 -2.104
H 1.307 0.552 -1.554
H -2.278 -0.283 -1.289
H -1.642 1.907 -0.728
H -1.889 1.433 1.118
H -3.329 1.346 -0.090
H -2.911 -0.679 1.611
H -2.795 -1.877 0.468
*
```

Values from the calculation:
Molecular weight (g mol⁻¹): 140.2
Orbital gap (Eh): 0.3392
Strongest force on any atom (eV/A): 5.0
LUMO level (eV): -3.6
Relative energy (zero: lowest compared OMol25 entry of this formula, charge and spin) (eV): 3.077


Record 6
This record from OMol25 describes a cluster of 2 separate species, C7H14N3O in total in a non-equilibrium geometry. The level of theory is ωB97M-V/def2-TZVPD.

```
! RIJCOSX wB97M-V def2-TZVPD def2/J DEFGRID3
* xyz 1 1
C -2.371 -0.147 -0.898
C -2.073 -1.448 -0.825
C 1.187 0.206 -0.215
C -1.045 -0.317 0.741
C -1.400 1.954 0.176
C 3.362 1.270 0.035
C -0.609 -2.791 0.743
N -1.709 0.593 0.001
N 2.163 0.627 0.538
N -1.228 -1.542 0.241
O 1.344 0.430 -1.528
H -3.038 0.392 -1.533
H -2.476 -2.243 -1.341
H -0.463 0.008 1.590
H -0.487 2.151 0.665
H -1.288 2.430 -0.876
H -2.223 2.557 0.700
H 4.253 0.684 0.103
H 3.103 1.591 -0.959
H 3.431 2.226 0.642
H -1.161 -3.761 0.690
H 0.335 -2.800 0.273
H -0.307 -2.456 1.677
H 2.098 0.296 1.479
H 0.603 0.090 -2.121
*
```

Values from the calculation:
Molecular weight (g mol⁻¹): 156.2
Orbital gap (Eh): 0.3357
Strongest force on any atom (eV/A): 5.2
LUMO level (eV): -2.5
Relative energy (zero: lowest compared OMol25 entry of this formula, charge and spin) (eV): 2.809


Record 7
This record from OMol25 describes the ion C7H14N3O3 with charge +1 in a non-equilibrium geometry. The level of theory is ωB97M-V/def2-TZVPD.

```
! RIJCOSX wB97M-V def2-TZVPD def2/J DEFGRID3
* xyz 1 1
C -0.901 1.083 -1.168
C -0.293 1.737 1.046
C 0.902 -0.726 -0.653
C -0.451 -0.359 -1.290
C 1.067 -0.416 0.854
C -1.654 -1.271 -0.877
C 2.335 -2.243 1.365
N -0.962 2.416 1.770
N -1.875 1.644 -1.755
N 1.040 1.127 1.185
O -2.224 2.932 -1.307
O -2.474 1.189 -2.661
O 2.254 -0.853 1.415
H 1.131 -1.735 -0.762
H 1.661 -0.124 -1.173
H -0.285 -0.620 -2.390
H 0.117 -0.751 1.384
H -2.545 -0.789 -1.334
H -1.859 -1.294 0.308
H -1.616 -2.307 -1.291
H 3.231 -2.561 1.903
H 2.596 -2.408 0.321
H 1.338 -2.669 1.451
H -2.859 3.346 -1.860
H -0.820 2.958 2.656
H 1.813 1.523 0.709
H 1.334 1.172 2.154
*
```

Values from the calculation:
Molecular weight (g mol⁻¹): 188.2
Orbital gap (Eh): 0.2953
Strongest force on any atom (eV/A): 5.6
LUMO level (eV): -4.5
Relative energy (zero: lowest compared OMol25 entry of this formula, charge and spin) (eV): 8.606


Record 8
This record from OMol25 describes the ion C7H14N3S with charge +1 in a non-equilibrium geometry. The level of theory is ωB97M-V/def2-TZVPD.

```
! RIJCOSX wB97M-V def2-TZVPD def2/J DEFGRID3
* xyz 1 3
C -0.366 0.680 -1.070
C -1.534 0.940 -0.278
C 0.312 -0.226 -0.195
C -2.805 1.684 -0.677
C -2.272 0.547 2.005
C 1.890 -2.235 -0.496
C 2.608 -0.159 0.621
N -0.331 -0.390 0.982
N -1.403 0.362 0.926
N 1.933 -0.713 -0.509
S 2.529 -0.075 -2.013
H -0.165 1.236 -1.941
H -3.551 0.931 -0.359
H -2.896 2.667 -0.190
H -2.664 1.751 -1.766
H -1.704 1.157 2.599
H -3.192 1.008 1.651
H -2.403 -0.371 2.464
H 2.908 -2.763 -0.353
H 1.221 -2.620 0.372
H 1.431 -2.659 -1.437
H 3.719 -0.463 0.490
H 2.593 0.952 0.605
H 2.246 -0.535 1.513
H 1.897 -0.706 -2.944
*
```

Values from the calculation:
Molecular weight (g mol⁻¹): 172.3
Orbital gap (alpha / beta) (Eh): 0.2763 / 0.2020
Strongest force on any atom (eV/A): 10.3
⟨S²⟩: 2.005
LUMO level (alpha / beta) (eV): -2.6 / -7.4
Relative energy (zero: lowest compared OMol25 entry of this formula, charge and spin) (eV): 2.507


Record 9
This record from OMol25 describes a cluster of 4 separate species, C7H14N4O6 in total in a non-equilibrium geometry. The level of theory is ωB97M-V/def2-TZVPD.

```
! RIJCOSX wB97M-V def2-TZVPD def2/J DEFGRID3
* xyz 0 1
C -4.547 2.434 -2.509
N -3.324 2.543 -1.643
O -2.770 3.605 -1.621
O -2.869 1.524 -1.108
H -4.696 1.376 -2.758
H -4.437 2.941 -3.404
H -5.405 2.726 -1.926
C 1.791 -3.948 -1.818
N 2.774 -2.760 -1.756
O 2.707 -2.025 -2.730
O 3.686 -2.772 -0.839
H 1.923 -4.194 -2.983
H 1.020 -3.462 -1.714
H 1.789 -4.741 -1.278
C 1.540 1.846 2.725
N 2.294 1.164 3.880
O 1.555 1.191 4.863
O 3.337 0.544 3.713
H 0.513 1.417 2.628
H 2.030 1.510 1.774
H 1.832 2.916 2.795
C 1.272 -0.761 0.565
C 0.223 -0.975 1.692
C -1.050 -0.486 1.248
N -0.855 0.087 0.024
C 0.430 -0.011 -0.573
H 2.198 -0.967 0.336
H 0.301 -1.563 2.634
H -1.961 -0.308 1.730
H -1.715 0.748 -0.363
H 0.416 0.401 -1.584
*
```

Values from the calculation:
Molecular weight (g mol⁻¹): 250.2
Orbital gap (Eh): 0.2582
Strongest force on any atom (eV/A): 11.2
LUMO level (eV): -0.9
Relative energy (zero: lowest compared OMol25 entry of this formula, charge and spin) (eV): 4.045


Record 10
This record from OMol25 describes the ion C7H14N5O with charge +1 in a non-equilibrium geometry. The level of theory is ωB97M-V/def2-TZVPD.

```
! RIJCOSX wB97M-V def2-TZVPD def2/J DEFGRID3
* xyz 1 1
C -2.984 -0.608 -0.421
C -2.013 -0.327 0.718
N -0.617 -0.231 0.264
C 0.325 -1.438 0.313
N 1.641 -0.994 0.474
O 2.547 -1.624 -0.424
C 3.852 -1.219 -0.268
C -0.117 0.935 -0.028
C -0.616 2.197 -0.298
C 0.352 3.368 -0.169
N 1.649 3.022 0.365
N 1.995 1.839 0.282
N 1.275 0.901 -0.273
H -3.909 -0.580 0.002
H -2.776 0.115 -1.205
H -3.122 -1.575 -0.873
H -2.343 0.536 1.183
H -2.011 -1.201 1.344
H 0.060 -2.061 1.063
H 0.248 -1.969 -0.671
H 2.159 -1.068 1.417
H 4.466 -1.839 -0.943
H 4.209 -1.480 0.814
H 4.060 -0.219 -0.512
H -1.550 2.168 -0.781
H 0.729 3.725 -1.160
H -0.192 4.274 0.247
*
```

Values from the calculation:
Molecular weight (g mol⁻¹): 184.2
Orbital gap (alpha / beta) (Eh): 0.2773 / 0.2503
Strongest force on any atom (eV/A): 4.3
LUMO level (alpha / beta) (eV): -5.1 / -5.6
Relative energy (zero: lowest compared OMol25 entry of this formula, charge and spin) (eV): 6.884


Record 11
This record from OMol25 describes a cluster of 2 separate species, C7H14NO in total in a non-equilibrium geometry. The level of theory is ωB97M-V/def2-TZVPD.

```
! RIJCOSX wB97M-V def2-TZVPD def2/J DEFGRID3
* xyz 1 1
C 0.649 -0.405 0.192
C -0.196 -1.162 1.110
C -1.027 0.116 1.412
C -0.973 1.054 0.166
C -1.889 0.564 -0.910
C -1.202 2.581 0.537
C 2.976 -1.628 -1.458
N 0.430 0.645 -0.386
O 2.114 -2.042 -0.393
H 2.590 -1.944 0.393
H -0.776 -1.850 0.431
H 0.145 -1.765 1.985
H -1.962 -0.042 1.839
H -0.422 0.640 2.078
H -2.835 0.930 -0.650
H -1.809 -0.543 -0.782
H -1.597 0.850 -2.005
H -1.400 2.971 -0.469
H -0.189 2.932 0.896
H -2.039 2.496 1.302
H 2.533 -1.999 -2.463
H 3.963 -1.922 -1.324
H 2.915 -0.478 -1.500
*
```

Values from the calculation:
Molecular weight (g mol⁻¹): 128.2
Orbital gap (alpha / beta) (Eh): 0.3518 / 0.3518
Strongest force on any atom (eV/A): 4.5
LUMO level (alpha / beta) (eV): -5.7 / -5.7
Relative energy (zero: lowest compared OMol25 entry of this formula, charge and spin) (eV): 5.041


Record 12
This record from OMol25 describes a cluster of 2 separate species, C7H14NO in total in a non-equilibrium geometry. The level of theory is ωB97M-V/def2-TZVPD.

```
! RIJCOSX wB97M-V def2-TZVPD def2/J DEFGRID3
* xyz 1 3
C -1.663 -0.598 1.905
C -1.229 -0.870 0.800
C -2.357 -0.188 3.136
C 0.811 1.958 -0.366
C 0.666 -1.998 -0.187
C 1.862 1.373 -1.282
C -0.529 -1.126 -0.399
N -0.879 -0.570 -1.511
O 1.386 0.374 -2.180
H -3.308 -0.631 2.895
H -2.040 -0.650 4.109
H -2.452 0.910 3.343
H 0.218 1.075 -0.181
H 1.210 2.436 0.523
H 0.206 2.638 -1.004
H 0.849 -2.651 0.720
H 1.472 -1.358 -0.102
H 0.706 -2.589 -1.164
H 2.669 0.934 -0.647
H 2.250 2.075 -2.063
H 2.262 0.244 -2.444
H -0.593 -0.935 -2.375
H -1.520 0.145 -1.526
*
```

Values from the calculation:
Molecular weight (g mol⁻¹): 128.2
Orbital gap (alpha / beta) (Eh): 0.3029 / 0.1940
Strongest force on any atom (eV/A): 6.7
⟨S²⟩: 2.006
LUMO level (alpha / beta) (eV): -2.8 / -8.3
Relative energy (zero: lowest compared OMol25 entry of this formula, charge and spin) (eV): 1.217